Entry 1:
The following is a quantum chemistry calculation of a molecular structure, C17H14IrN7O7S3 at a distorted geometry, from the OMol25 dataset.

```
49
C17H14IrN7O7S3, DFT ωB97M-V with the def2-TZVPD basis set
C 1.43650 4.11395 -2.89212
C -1.52680 -4.01703 1.21364
N -0.74096 2.18083 0.75627
O -0.10189 -2.30166 -3.19135
C -2.28600 -4.96692 0.54249
N 3.91701 -0.61293 -1.30578
H -0.31762 1.94935 4.06565
C -0.79631 2.16207 3.12162
C 1.12507 1.23568 1.82119
H -3.67533 3.37347 1.81474
O 1.33662 -1.85127 1.22912
H -1.92884 -3.81721 -2.63487
N 1.50941 1.08915 0.60648
C -1.07474 -2.93151 -0.89525
O -1.33054 -0.51963 -2.00815
O -0.68636 -0.48204 0.74424
N 2.58822 0.27089 0.33595
O 0.85313 -1.13779 -1.28614
H -3.06934 -5.61588 -1.34403
C 0.49007 3.39049 -3.72392
C 1.85783 0.71243 3.00240
C -2.67510 2.97027 1.87823
H 4.26618 -1.30689 -0.66024
H 2.90921 0.56081 2.77057
S -0.36557 -1.67805 -1.94294
N 0.84566 3.59999 -6.27710
C 2.95059 0.20693 -0.96191
H -2.34787 2.96211 -0.26070
S 2.25752 1.27708 -2.07608
C 0.66463 3.50383 -5.14786
Ir -0.08229 0.91415 -0.88828
S -0.10449 -1.71520 1.39722
C -2.45194 -4.89128 -0.83080
N 2.17588 4.70419 -2.24014
H -2.63448 2.81455 4.01760
H -2.74944 -5.76913 1.10103
C -2.09108 2.66783 3.09412
O -0.50787 -1.78924 2.77232
C -0.15508 1.90661 1.93083
C -1.95404 2.72451 0.71992
C -0.92118 -3.00380 0.49116
H 1.41911 -0.25060 3.28037
H 4.16440 -0.70143 -2.27887
O -0.71701 2.53610 -1.97196
C -1.84032 -3.88125 -1.55952
H 1.77250 1.38983 3.84875
N -0.48491 2.69933 -3.28354
H 2.47931 -0.64096 0.81816
H -1.40145 -4.03468 2.28748
```

- Charge: +1
- 2S+1: 2
- Kohn-Sham gap (spin up / spin down): 6.700 / 6.724 eV
- E_LUMO (spin up / spin down): -5.7 / -5.8 eV
- ⟨S²⟩: 0.77
- Largest force on an atom: 4.16 eV Å⁻¹

***

Entry 2:
The following is a quantum chemistry calculation of a molecular structure, C17H14N5O2Yb at a distorted geometry, from the OMol25 dataset.

```
39
C17H14N5O2Yb, DFT ωB97M-V with the def2-TZVPD basis set
H -0.02737 -6.15591 0.00148
H 4.16609 3.27424 -0.00544
H -4.80067 1.97055 -0.99066
C -5.03944 0.06227 -0.01639
H 4.84340 5.64481 -0.00671
C 0.40661 -2.99300 1.08134
Yb 0.05900 0.06124 0.00739
N 2.51261 1.44776 0.01329
H 0.73497 -2.41948 1.94204
O 1.99134 0.23494 0.01926
C 0.39948 -4.37125 1.12366
C 2.06283 3.73966 -0.00337
C -6.46913 0.09076 -0.02523
C -2.92813 1.04592 -0.52381
H -2.33120 1.85439 -0.93129
H 3.12273 7.42149 -0.00410
C 3.79403 5.38656 -0.00514
C -0.01690 -5.07431 0.00162
C 2.82259 6.38241 -0.00393
H -2.43258 -1.83985 0.95350
H -0.69790 -2.40835 -1.94846
C 1.08290 4.72546 -0.00206
N 0.01910 -2.29170 -0.00278
O 0.35311 2.06765 -0.01467
N -2.25590 0.00248 0.00751
C -0.41676 -4.36367 -1.12254
C -0.38552 -2.98638 -1.08494
H -0.74515 -4.87174 -2.01827
H 0.03568 4.46085 0.00273
C -4.35695 -1.02173 0.53650
N 1.66026 2.36828 -0.00226
C -4.30285 1.11508 -0.55634
C 1.47506 6.05160 -0.00200
H -4.89474 -1.85446 0.96697
H 0.72684 6.83130 0.00028
N -7.61720 0.10890 -0.03056
C 3.42394 4.05772 -0.00433
H 0.72038 -4.88550 2.01856
C -2.98101 -1.00996 0.52801
```

- Charge: +2
- 2S+1: 2
- Kohn-Sham gap (spin up / spin down): 7.375 / 7.241 eV
- E_LUMO (spin up / spin down): -7.6 / -7.7 eV
- ⟨S²⟩: 0.75
- Largest force on an atom: 4.72 eV Å⁻¹

***

Entry 3:
The following is a quantum chemistry calculation of a molecular structure, C17H15BiN3O2Se2Te2 at a distorted geometry, from the OMol25 dataset.

```
42
C17H15BiN3O2Se2Te2, DFT ωB97M-V with the def2-TZVPD basis set
H 13.06956 6.32494 8.72249
H 14.17806 11.53920 8.49577
H 5.19974 11.32446 6.05276
C 13.53208 9.62635 6.01059
O 11.50433 10.29993 9.54375
C 8.37852 10.25965 6.78159
C 12.35398 8.22578 9.32316
O 9.06458 9.34545 7.31988
Te 9.75150 6.18971 3.40287
N 11.28797 10.54818 6.00633
Bi 10.97028 7.98425 6.60600
Se 11.89276 4.87279 6.41177
C 9.00180 11.39037 6.14339
C 10.10751 7.02010 10.21247
Se 10.82503 8.35632 3.95462
H 8.74149 13.28266 5.10938
C 8.25585 12.45794 5.62716
N 13.30963 11.60208 8.97301
C 10.16370 8.39689 10.27558
N 13.01377 8.71274 7.00131
C 11.13320 6.24266 9.70321
H 9.23290 6.56117 10.54284
H 9.24598 9.00169 10.42692
C 13.23282 9.12300 8.43984
C 11.30577 8.97214 9.78321
H 11.04074 5.16501 9.65930
C 6.27610 11.32907 6.09940
H 10.80760 12.57421 6.17640
Te 11.84846 4.52830 3.93901
H 13.01255 11.34751 4.86342
C 6.89692 12.43264 5.54477
H 6.33324 9.39777 7.05052
H 14.58518 9.84553 6.19854
C 12.71076 10.47339 8.94299
H 12.97348 11.66697 6.59967
H 14.32609 9.03242 8.61816
C 12.28006 6.85618 9.23937
H 13.66129 9.05308 5.08203
C 6.94272 10.25915 6.66287
H 6.24498 13.18188 5.07440
C 12.69457 10.92578 5.84200
C 10.46817 11.52109 6.08571
```

- Charge: -1
- Kohn-Sham gap: 6.455 eV
- E_LUMO: 2.4 eV
- Largest force on an atom: 2.30 eV Å⁻¹

***

Entry 4:
The following is a quantum chemistry calculation of a molecular structure, C17H15Cl2F9N6O5STc at a distorted geometry, from the OMol25 dataset.

```
56
C17H15Cl2F9N6O5STc, DFT ωB97M-V with the def2-TZVPD basis set
F -2.17416 2.87032 1.94625
F -2.51193 0.95107 2.87456
H -1.50942 -1.59110 0.06198
C -0.07343 -3.34890 -2.05578
C -0.02406 3.61918 3.55567
S -1.63121 -4.17007 -1.72669
C 0.30935 2.46928 -4.17560
N 3.38304 -2.05205 -1.55163
C -2.26927 -4.63997 -3.29906
C 2.49419 -0.02814 -0.39912
C 3.45658 4.36305 1.81338
H 0.56022 -3.95654 -2.69752
H -1.49108 -5.23847 -3.77525
O 0.09623 1.42975 2.55617
N 0.58732 2.84784 -0.77842
H -0.99195 -0.92298 1.62141
N 1.11380 -1.75368 -0.51725
C -0.25608 4.79463 -3.53883
H 3.16557 4.46036 2.85274
H -3.97462 -5.68080 -4.07346
Cl 2.58067 5.43687 0.79336
N 1.28493 0.32119 0.17165
H 3.33844 0.63062 -0.49743
C -2.09031 2.18365 3.11083
H 4.52710 4.44458 1.65635
H -0.17323 -3.23927 0.11678
F 1.14380 3.68989 4.16432
C -0.37314 1.49189 4.92181
O -1.32793 -5.33620 -0.94232
H -0.32306 -2.41189 -2.55372
O -2.46609 -3.13073 -1.15303
F 0.91696 1.19971 5.06190
H -1.44521 0.15497 0.29807
O 4.48325 -1.55639 -1.57319
H -4.30553 -4.83464 -2.56226
F -0.83235 4.52770 4.00088
C -3.56545 -5.42628 -3.09802
C 2.37981 -1.30132 -0.82180
F -0.74903 2.33021 5.87896
C 0.36842 3.14809 -1.87864
H -3.38066 -6.34706 -2.54976
C -0.94779 -0.78704 0.53947
H -2.42351 -3.71294 -3.85280
C 0.46105 -0.74608 0.07269
Tc 0.83595 2.11531 0.99338
H 1.35509 -3.83394 -0.49395
Cl 3.12506 2.57451 1.37854
C -0.59192 2.17024 3.53253
O 3.04088 -3.10621 -2.03918
N 0.43483 1.59745 -4.91929
C 0.55943 -3.12176 -0.67814
C 0.13783 3.48268 -3.20462
F -2.85053 2.75940 4.01443
F -1.07364 0.37363 4.99900
N -0.58042 5.87537 -3.77948
F 0.26716 3.96096 2.19913
```

- Charge: +2
- 2S+1: 2
- Kohn-Sham gap (spin up / spin down): 5.126 / 5.160 eV
- E_LUMO (spin up / spin down): -10.3 / -10.3 eV
- ⟨S²⟩: 0.76
- Largest force on an atom: 5.00 eV Å⁻¹

***

Entry 5:
The following is a quantum chemistry calculation of a single C17H15Cl2NO5S molecule, from the OMol25 dataset.

```
41
C17H15Cl2NO5S, DFT ωB97M-V with the def2-TZVPD basis set
N 2.98585 -2.04805 -0.34393
C -2.69707 -1.55584 -0.31145
C 0.43840 2.65995 -0.61446
Cl 0.82489 -0.89669 -2.31635
C -3.37789 1.99427 -1.25966
H -3.74558 2.53068 -2.12157
C 2.81698 -2.14545 1.08114
S 3.61240 -0.66575 -0.97478
O 4.77297 -0.35362 -0.20571
C 1.15510 0.52075 -1.40872
H 2.28212 -2.52262 -0.88838
H -2.09389 0.08989 1.84002
C -3.05354 2.68020 -0.09908
H -0.29905 3.44620 -0.58554
H -0.71842 1.40753 -1.92187
C -3.23607 0.62178 -1.30811
C 0.30940 -2.30221 0.93091
H 3.64600 -1.58964 1.52267
H 1.38398 -0.52326 1.38201
H 2.90184 -3.19896 1.36161
H 1.40095 -1.73163 2.66494
C 0.19777 1.52427 -1.36743
C 2.57351 1.78150 0.04504
C -2.58641 1.98857 1.00742
H -2.34015 2.52405 1.91212
H -1.84989 -3.35870 0.46706
C 1.47668 -1.59218 1.58490
H -3.17322 3.75274 -0.05430
Cl 4.00956 1.98757 0.95638
O -0.84924 -1.77341 1.34245
C -2.44424 0.61385 0.96608
O -3.18029 -2.15575 -1.24172
H -3.48797 0.06535 -2.19855
C -2.76747 -0.08458 -0.19673
C -2.05037 -2.34566 0.83192
O 0.39823 -3.21804 0.15985
H -2.75982 -2.38788 1.66512
C 2.35830 0.63998 -0.71977
H 1.80947 3.66181 0.70047
O 3.74328 -0.82910 -2.38538
C 1.61289 2.78808 0.10139
```

- Kohn-Sham gap: 9.223 eV
- E_LUMO: -0.3 eV
- SMILES: O=C(CCNS(=O)(=O)c1c(Cl)cccc1Cl)OCC(=O)c1ccccc1
- Largest force on an atom: 0.88 eV Å⁻¹